Formula: C39H62F5N9Na2O21P2
Source: OMol25
Level of theory: ωB97M-V/def2-TZVPD

## Properties
Max |F| (eV/Å): 3.8
E_tot (eV): -138860.53257
Net charge: 0
Gap between HOMO and LUMO (eV): 7.7

Last column: Mulliken charge in e.
Element x y z (Å)
1 Na -1.603 -1.998 -2.124  0.937
2 Na 1.805 4.291 1.800  0.906
3 C 0.764 0.186 0.565  -0.021
4 C 0.126 -0.293 -0.573  0.505
5 C -0.837 0.796 -1.375  0.953
6 O -1.692 0.377 -2.239  -1.093
7 C -0.732 2.145 -1.073  -0.388
8 C 0.005 2.546 -0.009  -1.221
9 C 0.895 1.554 0.679  1.020
10 O 1.762 2.049 1.417  -1.091
11 O 0.010 3.727 0.408  0.177
12 O 0.166 -1.458 -1.001  -1.008
13 H 1.402 -0.537 1.165  -0.114
14 H -1.275 2.906 -1.490  0.625
15 O -2.378 0.681 3.594  -0.384
16 P -1.609 1.294 4.688  -0.579
17 N -2.228 0.815 6.091  0.422
18 C -3.595 0.395 6.191  -0.893
19 C -1.358 0.507 7.246  -0.882
20 N -1.424 2.894 4.721  0.492
21 C -0.655 3.516 3.667  -1.051
22 C -2.461 3.723 5.283  -1.045
23 N 0.003 0.843 4.623  1.577
24 C 0.074 -0.589 4.584  -0.997
25 C 1.133 1.540 5.232  -1.046
26 H -4.260 1.247 6.200  0.243
27 H -3.665 -0.080 7.175  0.408
28 H -3.926 -0.247 5.343  0.106
29 H -1.500 -0.516 7.653  0.398
30 H -1.552 1.214 8.093  0.255
31 H -0.352 0.626 6.943  0.194
32 H 0.063 2.784 3.277  -0.067
33 H -1.265 3.763 2.825  0.473
34 H -0.095 4.400 4.006  0.415
35 H -2.798 4.508 4.649  0.354
36 H -3.340 3.143 5.561  0.290
37 H -2.097 4.222 6.208  0.320
38 H 0.159 -1.032 5.571  0.219
39 H -0.919 -0.872 4.260  0.515
40 H 0.895 -0.977 3.893  -0.577
41 H 2.108 1.494 4.624  -0.304
42 H 1.357 1.183 6.235  0.421
43 H 0.811 2.544 5.347  0.622
44 O -1.216 -3.424 -3.875  -0.961
45 P -0.158 -4.115 -4.728  -0.139
46 N 0.698 -5.269 -3.903  0.543
47 C 0.994 -6.673 -4.187  -1.139
48 C 0.962 -4.840 -2.514  -0.938
49 N 0.840 -3.023 -5.426  1.202
50 C 0.536 -1.641 -5.415  -1.097
51 C 1.872 -3.438 -6.364  -1.211
52 N -0.937 -4.997 -5.986  0.123
53 C -2.104 -5.761 -5.511  -0.983
54 C -1.187 -4.224 -7.238  -0.868
55 H 2.057 -6.865 -3.967  0.321
56 H 0.809 -6.931 -5.225  0.359
57 H 0.420 -7.316 -3.533  0.392
58 H 1.959 -5.189 -2.228  0.429
59 H 0.146 -5.238 -1.916  0.411
60 H 0.909 -3.741 -2.429  -0.103
61 H 0.302 -1.224 -6.405  0.269
62 H -0.257 -1.419 -4.715  0.246
63 H 1.345 -0.997 -5.019  0.336
64 H 1.992 -4.509 -6.518  0.298
65 H 1.770 -2.961 -7.331  0.457
66 H 2.851 -3.196 -5.949  0.263
67 H -2.928 -5.110 -5.171  0.295
68 H -2.486 -6.473 -6.280  0.321
69 H -1.814 -6.277 -4.594  0.305
70 H -0.395 -3.510 -7.537  0.243
71 H -2.172 -3.791 -7.190  0.332
72 H -1.271 -4.947 -8.063  0.329
73 C -4.120 -1.731 2.150  -0.166
74 C -3.643 -2.300 0.891  0.289
75 N -3.123 -2.671 -0.066  -0.554
76 H -4.106 -2.512 2.906  0.408
77 H -5.154 -1.410 2.034  0.487
78 H -3.448 -0.892 2.317  -0.430
79 C 2.835 3.027 -3.699  -0.376
80 C 2.820 3.968 -2.599  0.444
81 N 2.724 4.702 -1.719  -0.577
82 H 1.943 3.165 -4.295  0.220
83 H 3.145 2.008 -3.325  -0.171
84 H 3.630 3.354 -4.374  0.416
85 C -3.091 2.685 1.043  1.329
86 C -3.924 1.868 0.092  -0.044
87 N -4.649 1.107 -0.386  -0.615
88 H -2.620 2.004 1.740  -0.580
89 H -3.728 3.374 1.550  0.774
90 H -2.247 3.123 0.596  -0.921
91 C -1.893 2.702 -4.422  0.310
92 C -2.994 3.159 -3.434  0.608
93 O -3.928 3.887 -4.232  -0.390
94 C -3.481 3.943 -5.510  0.437
95 O -4.086 4.493 -6.402  -0.537
96 O -2.242 3.330 -5.679  -0.396
97 F -2.386 4.174 -2.640  -0.274
98 H -1.897 1.628 -4.529  0.206
99 H -0.924 3.149 -4.086  -0.085
100 H -3.461 2.458 -2.752  0.104
101 C -0.372 -3.935 1.305  0.555
102 C 0.824 -4.653 1.828  0.314
103 O 0.656 -4.565 3.218  -0.372
104 C -0.384 -3.776 3.518  0.443
105 O -0.715 -3.493 4.657  -0.577
106 O -0.994 -3.278 2.439  -0.047
107 F 1.945 -3.942 1.553  -0.188
108 H -1.012 -4.770 0.876  0.271
109 H -0.297 -3.126 0.522  -0.488
110 H 0.969 -5.712 1.569  0.212
111 C 5.445 -1.497 3.509  -0.303
112 C 4.214 -0.597 3.762  0.849
113 O 4.632 0.654 3.214  -0.344
114 C 6.028 0.712 3.198  0.628
115 O 6.667 1.663 2.844  -0.540
116 O 6.483 -0.467 3.530  -0.383
117 F 4.122 -0.470 5.102  -0.309
118 H 5.431 -1.942 2.518  0.240
119 H 5.573 -2.111 4.359  0.361
120 H 3.229 -0.834 3.371  -0.253
121 C 3.576 -1.617 -0.542  0.167
122 C 3.742 -0.066 -0.454  1.099
123 O 3.146 0.379 -1.683  -0.501
124 C 2.999 -0.624 -2.555  0.654
125 O 2.732 -0.448 -3.687  -0.623
126 O 3.177 -1.809 -1.901  -0.403
127 F 5.027 0.341 -0.443  -0.417
128 H 2.754 -1.978 0.069  -0.120
129 H 4.596 -2.071 -0.474  0.410
130 H 3.292 0.462 0.392  -0.498
131 C -0.714 6.312 -0.633  0.150
132 C 0.667 6.606 -0.029  1.017
133 O 0.429 6.368 1.376  -0.455
134 C -0.850 6.591 1.640  0.733
135 O -1.322 6.859 2.690  -0.539
136 O -1.572 6.501 0.465  -0.383
137 F 0.951 7.916 -0.209  -0.353
138 H -0.912 5.339 -1.041  -0.398
139 H -1.064 7.020 -1.330  0.459
140 H 1.488 6.055 -0.429  -0.098